Model P:
23
Properties=species:S:1:pos:R:3 method="wB97M-V/def2-TZVPD" charge=+1 mol_weight_g_mol=137.21 smiles="C[C@@H]1C(C)(C)[C@]12C=NC=[NH+]2" spin_multiplicity=1 gap_ev=9.112 homo_ev=-14.124
C 0.989 -2.011 -0.879
C 0.629 -0.611 -0.833
C 0.697 0.369 0.268
C 1.278 0.307 1.682
C 0.971 1.758 -0.229
C -0.767 0.111 0.075
C -1.506 -0.924 0.658
N -2.803 -0.663 0.481
C -2.872 0.316 -0.382
N -1.649 0.844 -0.728
H 0.326 -2.794 -1.322
H 1.886 -2.217 -1.564
H 1.479 -2.275 -0.042
H 0.476 -0.080 -1.867
H 0.987 -0.669 2.162
H 0.758 1.054 2.310
H 2.384 0.371 1.480
H 1.944 1.861 -0.569
H 0.333 2.227 -1.033
H 0.994 2.492 0.722
H -1.216 -1.765 1.215
H -3.882 0.503 -0.661
H -1.435 1.796 -0.945

---

Model Q:
23
Properties=species:S:1:pos:R:3 method="wB97M-V/def2-TZVPD" charge=+1 mol_weight_g_mol=137.21 spin_multiplicity=1 gap_ev="4.458 / 8.369" homo_ev="-12.317 / -13.525"
C 0.773 0.159 -0.418
C 0.541 1.382 -0.010
C 2.201 -0.294 -0.730
C 0.315 2.594 0.377
C -1.015 -1.196 0.805
C -2.210 -0.231 0.878
C -1.510 -0.127 -1.282
C -0.346 -0.839 -0.539
N -2.406 0.350 -0.361
N 2.874 -0.689 0.469
H 2.172 -1.143 -1.416
H 2.759 0.521 -1.194
H 0.190 3.404 -0.325
H 0.244 2.863 1.419
H -0.345 -1.076 1.654
H -1.364 -2.228 0.786
H -3.154 -0.700 1.199
H -2.095 0.583 1.611
H -1.218 0.671 -1.978
H -2.038 -0.857 -1.916
H 0.002 -1.726 -1.066
H 2.479 -1.481 0.952
H 3.151 0.060 1.085

---

Most stable structure - model P; separation to the second - 210.3 kJ/mol.

---

Model P:
20
Properties=species:S:1:pos:R:3 method="wB97M-V/def2-TZVPD" charge=0 mol_weight_g_mol=171.23 smiles="CN(C)C(=S)[C@H](C#N)C(N)=O" spin_multiplicity=1 gap_ev=9.151 homo_ev=-8.766
C -1.240 0.957 0.611
N -0.759 -0.277 0.005
C -1.827 -1.036 -0.514
C 0.477 -0.509 -0.417
S 1.070 -1.725 -1.265
C 1.559 0.613 0.303
C 1.799 1.413 -0.934
N 2.030 2.090 -1.833
C 2.909 -0.036 0.787
N 3.787 -0.369 -0.229
O 3.114 -0.281 1.914
H -2.243 0.816 0.822
H -0.558 1.133 1.449
H -1.330 1.766 0.014
H -1.292 -1.932 -1.155
H -2.401 -1.410 0.335
H -2.560 -0.441 -1.180
H 1.168 1.177 1.005
H 3.649 -0.046 -1.174
H 4.553 -1.009 -0.056

---

Model Q:
20
Properties=species:S:1:pos:R:3 method="wB97M-V/def2-TZVPD" charge=0 mol_weight_g_mol=171.23 smiles="CN=[S@@](C)(=O)c1ncccn1" spin_multiplicity=1 gap_ev=8.675 homo_ev=-8.677
C -2.679 1.129 0.834
N -2.012 1.103 -0.460
S -0.494 1.388 -0.546
C -0.191 1.239 -2.302
O 0.076 2.610 -0.009
C 0.791 -0.146 0.168
N 0.820 -1.152 -0.704
C 1.526 -2.191 -0.293
C 2.077 -2.201 0.990
C 1.919 -1.140 1.820
N 1.199 -0.038 1.400
H -2.143 1.768 1.564
H -2.791 0.131 1.241
H -3.906 1.470 0.651
H -0.775 1.873 -2.868
H 0.857 1.056 -2.373
H -0.661 0.301 -2.540
H 1.575 -3.070 -0.752
H 2.511 -3.086 1.341
H 2.301 -1.043 2.838

---

Most stable structure - model P; separation to the second - 215.4 kJ/mol.

---

Model P:
36
Properties=species:S:1:pos:R:3 method="wB97M-V/def2-TZVPD" charge=0 mol_weight_g_mol=331.35 smiles="Cc1ccc(NS(=O)(=O)c2ccc(-c3ccc(=O)[nH]n3)o2)cc1" spin_multiplicity=1 gap_ev=8.282 homo_ev=-8.684
C 2.835 0.711 3.231
C 1.432 0.765 2.709
C 0.908 1.939 2.182
C -0.390 1.998 1.710
C -1.194 0.864 1.755
N -2.491 0.918 1.230
S -2.735 1.720 -0.210
O -3.884 1.122 -0.813
O -2.715 3.135 -0.021
C -1.252 1.294 -1.122
C -0.413 2.007 -1.927
C 0.660 1.142 -2.226
C 0.400 -0.039 -1.568
C 1.163 -1.262 -1.447
C 2.391 -1.454 -2.162
C 3.079 -2.603 -1.996
C 2.588 -3.641 -1.103
O 3.111 -4.707 -0.863
N 1.385 -3.296 -0.498
N 0.700 -2.182 -0.646
O -0.772 0.061 -0.904
C -0.685 -0.315 2.286
C 0.612 -0.356 2.762
H 3.455 1.468 2.757
H 3.277 -0.268 3.058
H 2.841 0.895 4.306
H 1.526 2.824 2.137
H -0.793 2.911 1.303
H -2.991 0.042 1.244
H -0.554 3.016 -2.253
H 1.508 1.373 -2.837
H 2.744 -0.679 -2.823
H 4.006 -2.803 -2.510
H 0.971 -3.973 0.137
H -1.305 -1.198 2.318
H 0.998 -1.278 3.171

---

Model Q:
36
Properties=species:S:1:pos:R:3 method="wB97M-V/def2-TZVPD" charge=0 mol_weight_g_mol=331.35 smiles="O=C(COc1ccccc1)NC(=S)Nc1cccc([N+](=O)[O-])c1" spin_multiplicity=1 gap_ev=8.381 homo_ev=-8.850
O 0.385 2.430 0.256
C 1.027 1.469 0.642
C 2.528 1.560 0.911
O 3.069 0.312 1.266
C 3.916 -0.342 0.393
C 4.845 0.300 -0.414
C 5.680 -0.451 -1.225
C 5.604 -1.832 -1.230
C 4.688 -2.470 -0.410
C 3.844 -1.732 0.397
N 0.514 0.238 0.877
C -0.793 -0.221 0.723
S -1.054 -1.805 1.070
N -1.669 0.711 0.304
C -3.028 0.645 0.040
C -3.638 1.834 -0.377
C -4.988 1.879 -0.666
C -5.765 0.739 -0.548
C -5.155 -0.437 -0.136
N -5.955 -1.635 -0.010
O -5.402 -2.652 0.340
O -7.137 -1.545 -0.267
C -3.801 -0.506 0.160
H 2.677 2.259 1.743
H 2.994 1.991 0.020
H 4.941 1.375 -0.407
H 6.401 0.054 -1.851
H 6.258 -2.408 -1.865
H 4.624 -3.547 -0.402
H 3.129 -2.219 1.042
H 1.176 -0.459 1.213
H -1.244 1.634 0.155
H -3.037 2.727 -0.472
H -5.438 2.806 -0.985
H -6.821 0.745 -0.766
H -3.378 -1.446 0.476

---

Most stable structure - model P; separation to the second - 57.8 kJ/mol.

---

Model P:
12
Properties=species:S:1:pos:R:3 method="wB97M-V/def2-TZVPD" charge=0 mol_weight_g_mol=127.06 spin_multiplicity=1 gap_ev=9.365 homo_ev=-9.573
C 0.543 1.417 0.804
C -0.598 -0.595 0.123
C -0.456 2.392 1.368
N 1.663 1.822 0.079
O 1.755 1.191 1.379
F 0.038 3.187 2.319
F -0.945 3.179 0.399
F -1.506 1.752 1.903
H -0.177 -1.237 0.868
H -0.217 -0.661 -0.877
H -1.605 -0.258 0.257
H 1.955 1.158 -0.639

---

Model Q:
12
Properties=species:S:1:pos:R:3 method="wB97M-V/def2-TZVPD" charge=0 mol_weight_g_mol=127.06 spin_multiplicity=1 gap_ev="8.991 / 8.994" homo_ev="-9.264 / -9.265"
C 0.856 -0.304 -0.134
C -0.569 -0.597 -0.764
C 0.856 0.922 0.673
N -1.565 0.028 0.054
O -1.239 1.100 0.561
F -0.629 -0.040 -1.999
F 1.256 2.048 0.117
F -1.794 -1.045 1.148
H 1.125 -1.167 0.471
H 1.509 -0.196 -1.000
H -0.765 -1.668 -0.876
H 0.958 0.920 1.749

---

Most stable structure - model Q; separation to the second - 38.7 kJ/mol.

---

Model P:
14
Properties=species:S:1:pos:R:3 method="wB97M-V/def2-TZVPD" charge=0 mol_weight_g_mol=111.23 smiles=CSS.CN spin_multiplicity=1 gap_ev=9.655 homo_ev=-9.028
C 2.078 0.157 -0.902
S 2.150 -1.361 -1.828
S 0.657 -2.531 -1.009
H 1.446 0.927 -1.350
H 3.091 0.572 -0.941
H 1.807 0.070 0.145
H 1.308 -3.035 0.048
C -2.291 1.039 0.828
N -1.207 0.063 0.982
H -1.933 1.976 0.378
H -2.734 1.274 1.790
H -3.021 0.647 0.126
H -0.818 -0.194 0.091
H -0.536 0.397 1.642

---

Model Q:
14
Properties=species:S:1:pos:R:3 method="wB97M-V/def2-TZVPD" charge=0 mol_weight_g_mol=111.23 smiles=CNC.SS spin_multiplicity=1 gap_ev=9.025 homo_ev=-8.931
C 1.302 -0.860 0.529
N 1.208 -0.045 -0.697
C 0.892 1.345 -0.373
H 1.442 -1.852 0.241
H 2.149 -0.522 1.139
H 0.404 -0.816 1.177
H 0.414 -0.392 -1.284
H -0.145 1.461 0.170
H 0.849 1.932 -1.292
H 1.682 1.745 0.250
S -2.810 -0.597 1.099
S -2.973 -0.243 -0.974
H -1.845 0.325 1.302
H -2.569 -1.481 -1.289

---

Most stable structure - model P; separation to the second - 34.0 kJ/mol.

---

Model P:
23
Properties=species:S:1:pos:R:3 method="wB97M-V/def2-TZVPD" charge=-1 mol_weight_g_mol=167.18 spin_multiplicity=1 gap_ev=7.151 homo_ev=-3.623
C 2.213 3.208 2.015
C 0.834 3.405 1.517
O 0.186 2.402 1.075
O 0.200 4.497 1.602
H 3.012 3.515 1.308
H 2.472 2.150 2.353
H 2.459 3.794 3.025
C -2.103 -2.744 -2.269
C -0.814 0.056 -0.190
C -1.544 -0.619 -1.107
C 0.511 -0.538 0.215
C -1.243 -2.018 -1.348
C 0.829 -1.915 -0.063
C -0.120 -2.595 -0.764
O 1.240 0.129 1.030
H -1.131 0.962 0.285
H -2.347 -0.022 -1.591
H 0.731 1.284 1.077
H 1.734 -2.376 0.358
H -2.624 -3.665 -1.865
H -1.590 -3.195 -3.171
H 0.046 -3.661 -0.871
H -2.953 -2.056 -2.622

---

Model Q:
23
Properties=species:S:1:pos:R:3 method="wB97M-V/def2-TZVPD" charge=-1 mol_weight_g_mol=167.18 spin_multiplicity=1 gap_ev=6.967 homo_ev=-4.101
C 2.041 -3.546 -1.791
C 1.864 -3.125 -0.305
O 1.502 -1.935 -0.129
O 2.033 -4.025 0.541
H 1.826 -2.700 -2.435
H 1.418 -4.427 -1.969
H 3.084 -3.841 -1.977
C 1.510 1.834 1.087
C -1.758 0.086 0.403
C -2.624 1.135 0.138
C -0.441 0.326 0.775
C 0.084 1.613 0.680
C -2.126 2.426 0.092
C -0.792 2.656 0.375
O -3.964 0.859 0.013
H -2.137 -0.924 0.337
H 0.201 -0.533 0.932
H -2.733 3.241 -0.289
H -4.415 1.621 -0.381
H 1.649 1.960 2.168
H 1.978 2.688 0.585
H -0.333 3.635 0.339
H 2.133 0.977 0.811

---

Most stable structure - model Q; separation to the second - 55.5 kJ/mol.

---

Model P:
23
Properties=species:S:1:pos:R:3 method="wB97M-V/def2-TZVPD" charge=-1 mol_weight_g_mol=167.18 spin_multiplicity=1 gap_ev=7.867 homo_ev=-4.366
C -0.821 4.558 -0.062
C -0.550 3.006 0.039
O -0.796 2.546 1.177
O -0.268 2.406 -0.979
H -1.791 4.680 0.350
H -0.708 5.009 -1.042
H 0.018 5.003 0.505
C 1.581 -3.713 -1.780
C -0.302 -0.776 0.906
C 0.060 -0.445 -0.445
C -0.006 -2.037 1.331
C 0.652 -1.297 -1.295
C 0.604 -2.917 0.395
C 0.902 -2.632 -0.893
O -0.806 0.161 1.771
H -0.847 1.148 1.348
H -0.341 0.533 -0.764
H -0.413 -2.448 2.226
H 0.592 -1.207 -2.381
H 0.380 -4.055 0.763
H 2.627 -3.794 -1.469
H 1.560 -3.510 -2.839
H 1.162 -4.753 -1.621

---

Model Q:
23
Properties=species:S:1:pos:R:3 method="wB97M-V/def2-TZVPD" charge=-1 mol_weight_g_mol=167.18 spin_multiplicity=1 gap_ev=6.892 homo_ev=-4.027
C 1.799 -2.809 -0.132
C 2.510 -1.813 0.809
O 3.106 -0.986 0.196
O 2.208 -1.859 2.004
H 0.886 -2.315 -0.412
H 1.541 -3.693 0.427
H 2.414 -2.933 -1.031
C 1.293 1.833 0.344
C -0.218 0.290 -0.513
C -0.153 1.452 0.324
C -1.279 0.103 -1.312
C -2.496 0.652 -0.883
C -1.343 2.079 0.677
C -2.576 1.532 0.169
O -3.617 0.286 -1.444
H 0.892 -0.185 -0.591
H -1.108 -0.484 -2.135
H 1.895 1.006 1.025
H 1.380 2.840 0.842
H -1.474 2.968 1.288
H -3.450 -0.354 -2.187
H -3.607 1.824 0.412
H 1.834 1.884 -0.592

---

Most stable structure - model P; separation to the second - 159.6 kJ/mol.

---

Model P:
23
Properties=species:S:1:pos:R:3 method="wB97M-V/def2-TZVPD" charge=+1 mol_weight_g_mol=175.15 spin_multiplicity=1 gap_ev="7.573 / 6.794" homo_ev="-12.684 / -12.224"
C 1.172 -2.069 0.185
C 1.450 -0.921 0.811
C -0.960 -1.442 -0.636
C -0.220 -3.737 -0.822
C -1.000 2.095 2.308
C 0.768 3.165 -1.824
N -0.063 -2.326 -0.450
N 0.655 0.138 0.787
O -0.557 2.393 0.921
O 1.033 1.997 -1.077
P 0.787 1.717 0.485
H 1.668 -3.015 0.386
H 2.403 -0.832 1.445
H -1.881 -1.760 -0.990
H -1.174 -3.922 -1.313
H 0.480 -3.894 -1.529
H -0.088 -4.376 0.101
H -1.421 1.072 2.384
H -1.718 2.931 2.382
H -0.159 2.112 3.080
H -0.290 3.444 -1.491
H 0.648 2.825 -2.944
H 1.562 3.952 -1.776

---

Model Q:
23
Properties=species:S:1:pos:R:3 method="wB97M-V/def2-TZVPD" charge=+1 mol_weight_g_mol=175.15 smiles="C1CN2CC[N+]3=[P@@]2(O1)OCC3" spin_multiplicity=1 gap_ev=11.061 homo_ev=-13.771
C 0.590 -2.452 -0.539
C -0.617 -2.325 0.431
N -0.832 -0.934 0.816
C -1.835 -0.113 0.199
C -1.167 0.754 -0.981
N 0.296 0.951 -0.713
P 0.730 -0.173 0.426
O 1.493 -1.458 0.024
O 1.621 0.673 1.394
C 1.667 2.048 0.973
C 0.848 2.258 -0.321
H 0.988 -3.460 -0.278
H 0.417 -2.363 -1.680
H -1.574 -2.775 -0.033
H -0.276 -2.782 1.387
H -2.174 0.578 0.943
H -2.719 -0.726 -0.108
H -1.360 0.190 -1.909
H -1.529 1.796 -0.917
H 2.724 2.093 0.708
H 1.175 2.698 1.690
H 0.000 2.989 -0.292
H 1.532 2.534 -1.218

---

Most stable structure - model Q; separation to the second - 477.7 kJ/mol.